Model A:
The following is a DFT calculation (the ωB97M-V functional and the def2-TZVPD basis) of an isolated molecule of C2H4N2O2S2.

Calculated values
- structure (SMILES) = O/N=C(/NO)SC=S
- spin multiplicity = 1
- HOMO level (eV) = -8.92

Atoms and positions in Å:
C  0.02316  -0.71181  0.08654
C  -0.41682  1.91957  0.08321
H  1.16714  0.58259  -2.10344
H  0.27397  -1.86697  -1.47208
H  -0.49651  3.01311  0.55986
H  -1.41984  -1.56660  2.85064
N  0.91372  -1.25273  -0.89439
N  -0.56747  -1.62095  0.96704
O  1.81239  -0.10727  -1.45880
O  -0.99101  -0.86546  2.11353
S  0.61343  0.74904  0.76503
S  -0.91215  1.72747  -1.49715

Mulliken atomic charge list, values in e, 6 entries:
1 C 0.3939
2 C -0.0807
3 H 0.3197
4 H 0.2921
5 H 0.3007
6 H 0.3470

=====

Model B:
The following is a DFT calculation (the ωB97M-V functional and the def2-TZVPD basis) of an isolated molecule of C2H4N2O2S2.

Calculated values
- structure (SMILES) = O=C(NO)N(S)C=S
- spin multiplicity = 1
- HOMO level (eV) = -9.37

Atoms and positions in Å:
C  0.48760  0.97078  -0.43492
C  -0.54327  -1.26787  -0.09846
H  -1.81702  0.90379  0.96733
H  -0.32205  2.76936  -0.14907
H  2.70088  -0.90617  -0.62793
H  -0.12387  -2.26826  -0.12380
N  -0.50225  1.78432  -0.00365
N  0.45166  -0.38746  0.01094
O  -1.11464  1.54176  1.24031
O  1.37271  1.39114  -1.14849
S  2.03927  -0.97056  0.49234
S  -2.15267  -1.02677  -0.34558

Mulliken atomic charge list, values in e, 6 entries:
1 C 0.4628
2 C -0.0035
3 H 0.2896
4 H 0.2732
5 H 0.1631
6 H 0.3448

=====

model B is preferred energetically. Next in line: 4.996 eV higher.

=====

Model A:
The following is a DFT calculation (the ωB97M-V functional and the def2-TZVPD basis) of an isolated molecule of C2H4N2S3.

Calculated values
- structure (SMILES) = NC(=S)N(S)C=S
- spin multiplicity = 1
- HOMO level (eV) = -8.60

Atoms and positions in Å:
C  -0.22492  0.28243  -1.26137
C  1.43111  -0.18303  0.50779
H  0.45913  1.29785  -2.85866
H  1.21826  1.64969  -1.33156
H  -0.82726  1.05131  1.83461
H  2.15530  -0.19013  -0.35661
N  0.73929  0.98528  -1.92499
N  0.12724  -0.04695  0.08972
S  -1.67647  -0.15434  -1.97090
S  -1.21981  -0.08326  1.20695
S  1.87702  -0.44824  2.01898

Mulliken atomic charge list, values in e, 6 entries:
1 C 0.3701
2 C -0.1310
3 H 0.2566
4 H 0.2508
5 H 0.1387
6 H 0.3368

=====

Model B:
The following is a DFT calculation (the ωB97M-V functional and the def2-TZVPD basis) of a cluster of 2 separate species, C2H4N2S3 in total.

Calculated values
- spin multiplicity = 1
- HOMO level (spin up / spin down) (eV) = -8.04 / -8.05

Atoms and positions in Å:
C  0.46710  -0.62637  -1.19105
C  0.94382  0.67133  -1.32652
N  0.67591  -1.14859  -0.00958
N  1.21569  -0.34710  0.86043
S  -3.07938  0.36682  1.20086
S  1.50398  -0.71045  2.33584
S  1.57107  1.20111  0.12645
H  -1.92567  -0.42143  1.71105
H  0.24632  -1.30440  -2.06896
H  0.70340  1.09649  -2.27290
H  -2.32224  1.22259  0.63438

Mulliken atomic charge list, values in e, 6 entries:
1 C -0.0711
2 C -0.2906
3 N -0.4983
4 N 0.3660
5 S -0.2750
6 S -0.2543

=====

model A is preferred energetically. Next in line: 2.392 eV higher.